(1)
This record from the Open Molecules 2025 dataset describes a cluster of 2 separate species, C5H8O in total. The level of theory is the ωB97M-V functional and the def2-TZVPD basis.

Last column: natural (NBO) charge in e.
Positions of all 14 atoms, in Å:
O (0.87, 1.61, 1.02)  -0.696
C (0.56, 0.90, -0.16)  0.014
C (1.21, -0.46, -0.36)  -0.208
C (0.30, -1.30, -0.87)  -0.229
C (-1.02, -0.63, -0.93)  -0.227
C (-0.90, 0.62, -0.46)  -0.213
H (0.55, 1.09, 1.77)  0.473
H (0.93, 1.53, -0.98)  0.216
H (-0.75, -0.54, 2.60)  -0.010
H (2.26, -0.65, -0.17)  0.220
H (0.48, -2.32, -1.20)  0.217
H (-1.92, -1.09, -1.31)  0.218
H (-1.68, 1.37, -0.35)  0.221
H (-1.11, -0.36, 1.98)  0.006

As for the net charge: 0. The relative energy (zero: lowest compared OMol25 entry of this formula, charge and spin) is 53.6 kcal per mole. The value obtained for the orbital gap is 9.5883 eV. The LUMO energy is 0.79 eV. The value obtained for the calculated total energy is -270.4725 Ha. The structure (SMILES) is OC1C=CC=C1.[H][H]. The HOMO energy comes out at -0.32347 Ha.

---

(2)
This record from the Open Molecules 2025 dataset describes a structure of composition C24H20CoF5N3O4STe at a distorted geometry. The level of theory is the ωB97M-V functional and the def2-TZVPD basis.

Last column: Mulliken spin population.
Positions of all 59 atoms, in Å:
Co (-0.43, 0.46, -0.26)  0.035
O (-0.42, -0.63, -4.56)  -0.005
C (0.73, -0.01, -4.76)  -0.006
C (1.19, -0.03, -6.09)  0.001
C (2.39, 0.54, -6.45)  0.000
C (3.20, 1.15, -5.49)  0.000
C (2.77, 1.18, -4.18)  0.000
C (1.54, 0.62, -3.79)  -0.005
C (1.11, 0.71, -2.38)  0.004
O (-0.11, 0.59, -2.16)  -0.004
N (2.05, 0.91, -1.43)  0.002
N (1.43, 0.82, -0.25)  0.006
C (2.00, 0.89, 0.89)  0.008
C (1.10, 0.66, 2.01)  -0.010
C (1.49, 0.65, 3.35)  0.001
C (0.54, 0.37, 4.32)  0.001
C (-0.76, 0.10, 3.95)  -0.008
C (-1.09, 0.13, 2.60)  -0.004
N (-0.18, 0.42, 1.67)  -0.011
H (-0.77, -0.69, -3.62)  -0.008
H (0.56, -0.52, -6.82)  0.000
H (2.71, 0.50, -7.48)  0.000
H (4.15, 1.60, -5.76)  0.000
H (3.36, 1.64, -3.40)  0.000
H (3.07, 1.05, 1.01)  0.001
H (2.52, 0.85, 3.60)  0.000
H (0.83, 0.36, 5.37)  0.000
H (-1.52, -0.15, 4.67)  -0.001
H (-2.07, -0.13, 2.22)  0.008
C (-8.22, 3.92, 0.59)  0.001
C (-9.50, 3.16, 0.34)  0.002
O (-10.59, 3.67, 0.48)  0.000
S (-9.43, 1.45, -0.13)  0.000
C (-7.70, 1.06, -0.20)  0.024
C (-7.01, 0.71, 0.96)  -0.009
C (-5.65, 0.47, 0.91)  0.020
C (-4.94, 0.57, -0.29)  -0.025
C (-5.66, 0.87, -1.46)  0.020
C (-7.02, 1.12, -1.41)  -0.009
C (-3.53, 0.37, -0.33)  0.062
C (-2.33, 0.17, -0.33)  -0.034
H (-8.38, 4.96, 0.32)  0.000
H (-7.36, 3.51, 0.06)  0.000
H (-8.00, 3.87, 1.66)  0.000
H (-7.55, 0.64, 1.89)  0.000
H (-5.11, 0.19, 1.80)  0.004
H (-5.12, 0.91, -2.40)  0.002
H (-7.56, 1.37, -2.32)  0.000
C (-0.85, 2.38, -0.22)  0.000
H (-1.55, 2.59, -1.03)  0.000
H (0.05, 3.00, -0.36)  -0.001
H (-1.33, 2.66, 0.72)  -0.002
F (-0.79, -3.55, -2.03)  0.024
Te (-1.59, -2.42, -0.69)  0.388
F (-2.34, -2.12, 1.26)  0.089
F (-3.32, -3.36, -1.04)  0.115
F (-1.06, -4.00, 0.30)  0.024
F (-1.92, -1.42, -2.54)  0.078
O (0.00, -1.48, -0.34)  0.224

As for the net charge: -2. The relative energy (zero: lowest compared OMol25 entry of this formula, charge and spin) is 43.4 kcal per mole. The expectation value of S² is 0.762. The value obtained for the orbital gap (spin up / spin down) is 5.2919 / 6.9175 eV. The LUMO energy (spin up / spin down) is 4.02 / 4.02 eV. Its spin multiplicity is 2. The value obtained for the calculated total energy is -3940.1245 Ha. The HOMO energy (spin up / spin down) comes out at -0.04670 / -0.10648 Ha.

---

(3)
This record from the Open Molecules 2025 dataset describes a structure of composition C40H41F6N2SSb2W at a distorted geometry. The level of theory is the ωB97M-V functional and the def2-TZVPD basis.

Last column: Mulliken spin population.
Positions of all 93 atoms, in Å:
W (0.86, -1.52, 0.60)  1.885
C (0.55, -1.40, -3.26)  -0.003
C (0.78, -2.18, -1.91)  -0.053
C (-0.29, -2.76, -1.23)  0.058
C (-1.68, -2.58, -1.70)  -0.001
C (-0.04, -3.58, -0.13)  0.041
C (-1.16, -4.27, 0.59)  -0.015
C (1.29, -4.03, 0.18)  0.028
C (1.46, -5.11, 1.17)  0.006
C (2.36, -3.24, -0.34)  0.081
C (3.74, -3.40, 0.18)  -0.036
C (2.10, -2.24, -1.39)  0.108
C (3.24, -1.47, -1.96)  -0.020
H (0.39, -2.15, -4.07)  -0.002
H (1.44, -0.83, -3.59)  -0.001
H (-0.35, -0.71, -3.27)  0.003
H (-2.20, -1.91, -0.97)  -0.009
H (-2.22, -3.53, -1.81)  -0.002
H (-1.65, -2.19, -2.66)  -0.001
H (-0.91, -4.49, 1.66)  -0.001
H (-1.21, -5.26, 0.10)  0.002
H (-2.11, -3.78, 0.56)  0.002
H (0.68, -5.85, 0.92)  -0.002
H (1.35, -4.82, 2.18)  0.004
H (2.40, -5.70, 0.96)  0.000
H (4.33, -3.97, -0.56)  0.001
H (3.77, -4.00, 1.13)  0.001
H (4.33, -2.48, 0.34)  -0.001
H (2.85, -0.62, -2.53)  0.003
H (3.89, -2.07, -2.63)  0.003
H (3.99, -1.20, -1.23)  -0.002
C (4.02, 0.99, 2.65)  -0.005
C (3.24, 1.53, 3.68)  0.002
C (1.88, 1.37, 3.66)  0.006
C (1.32, 0.46, 2.74)  -0.046
N (2.10, -0.13, 1.80)  -0.039
C (3.42, 0.18, 1.70)  0.019
C (-0.15, 0.27, 2.72)  0.010
C (-1.00, 0.95, 3.57)  -0.001
C (-2.35, 0.69, 3.52)  -0.008
C (-2.81, -0.34, 2.69)  0.014
C (-1.95, -1.04, 1.88)  0.049
N (-0.68, -0.62, 1.80)  -0.034
H (5.03, 1.18, 2.47)  0.000
H (3.75, 2.03, 4.48)  0.000
H (1.31, 1.86, 4.48)  0.000
H (3.94, -0.19, 0.86)  -0.008
H (-0.61, 1.70, 4.24)  0.003
H (-2.93, 1.17, 4.28)  -0.002
H (-3.89, -0.60, 2.86)  0.012
H (-2.17, -1.89, 1.30)  -0.011
F (1.08, -2.44, 2.46)  0.031
Sb (1.74, -2.97, 4.62)  -0.004
F (2.18, -3.39, 6.37)  0.000
F (0.41, -1.63, 5.04)  0.000
F (0.44, -4.26, 4.23)  0.000
F (2.93, -1.51, 4.29)  0.000
F (2.93, -4.00, 3.64)  0.000
S (0.95, 0.58, -0.67)  -0.045
Sb (-0.66, 2.02, -1.55)  0.044
C (0.00, 4.08, -1.36)  0.004
C (0.40, 4.63, -0.15)  -0.001
C (0.80, 5.96, 0.06)  0.002
C (0.72, 6.86, -1.11)  0.002
C (0.27, 6.43, -2.32)  -0.001
C (-0.07, 5.03, -2.38)  0.000
C (-2.39, 2.05, -0.20)  0.066
C (-3.37, 1.08, -0.26)  0.203
C (-4.51, 1.15, 0.53)  0.202
C (-4.79, 2.26, 1.30)  0.039
C (-3.90, 3.30, 1.30)  0.189
C (-2.70, 3.14, 0.54)  0.135
C (-1.24, 1.70, -3.51)  0.006
C (-0.25, 1.69, -4.57)  0.002
C (-0.70, 1.48, -5.88)  0.000
C (-2.02, 1.13, -6.10)  0.002
C (-2.93, 1.08, -5.07)  -0.001
C (-2.61, 1.29, -3.75)  -0.004
H (0.44, 4.01, 0.77)  0.003
H (1.02, 6.09, 1.16)  0.000
H (1.11, 7.86, -0.84)  0.000
H (0.20, 6.89, -3.23)  0.000
H (-0.29, 4.79, -3.42)  0.000
H (-3.28, 0.23, -0.97)  0.047
H (-5.22, 0.34, 0.50)  -0.015
H (-5.68, 2.33, 1.90)  0.010
H (-4.00, 4.22, 1.84)  -0.012
H (-1.98, 3.95, 0.69)  0.058
H (0.87, 1.84, -4.35)  0.000
H (0.04, 1.54, -6.70)  0.000
H (-2.26, 0.90, -7.17)  0.000
H (-3.93, 0.81, -5.40)  0.000
H (-3.25, 1.22, -2.99)  0.003

As for the net charge: +4. The relative energy (zero: lowest compared OMol25 entry of this formula, charge and spin) is 26.5 kcal per mole. The expectation value of S² is 3.787. The value obtained for the orbital gap (spin up / spin down) is 6.6320 / 3.2648 eV. The LUMO energy (spin up / spin down) is -12.00 / -15.36 eV. Its spin multiplicity is 4. The value obtained for the calculated total energy is -3201.8486 Ha. The HOMO energy (spin up / spin down) comes out at -0.68487 / -0.68443 Ha.

---

(4)
This record from the Open Molecules 2025 dataset describes an isolated molecule of C20H17F3N4O2S at a distorted geometry. The level of theory is the ωB97M-V functional and the def2-TZVPD basis.

Last column: natural (NBO) charge in e.
Positions of all 47 atoms, in Å:
O (2.43, 0.07, 5.08)  -0.618
F (3.34, 3.57, -0.71)  -0.330
F (1.44, 4.69, -0.68)  -0.299
F (2.07, 3.75, 0.97)  -0.312
N (0.70, 1.23, -2.82)  -0.467
N (0.63, 0.11, -0.74)  -0.502
O (1.63, 1.05, 1.13)  -0.510
S (-1.70, -2.90, -1.08)  0.234
C (2.31, 0.17, 3.87)  0.664
C (0.36, 0.27, -2.01)  0.563
C (1.23, 2.28, -2.20)  0.153
C (1.12, 1.23, -0.15)  0.579
C (-1.75, 1.19, 2.69)  -0.178
C (-4.22, -1.28, -3.72)  -0.244
C (-1.51, 0.59, 3.84)  -0.237
C (-3.31, -0.45, -4.41)  -0.170
C (-0.64, 1.47, 1.81)  -0.306
C (-3.70, -2.04, -2.68)  -0.166
C (-0.16, 0.33, 4.18)  -0.122
C (-2.00, -0.21, -3.92)  -0.260
C (0.64, 0.95, 2.06)  0.389
C (-2.36, -1.93, -2.33)  -0.256
C (0.91, 0.50, 3.35)  -0.220
C (-1.50, -0.96, -2.92)  0.166
C (1.47, 2.32, -0.88)  -0.329
N (-0.23, -0.85, -2.32)  -0.603
N (3.37, 0.12, 3.03)  -0.619
C (-1.69, -4.53, -1.81)  -0.732
C (2.04, 3.60, -0.34)  0.989
C (4.64, -0.46, 3.47)  -0.425
H (1.71, 3.08, -2.78)  0.213
H (-2.72, 1.62, 2.51)  0.218
H (-5.25, -1.49, -3.86)  0.223
H (-2.32, 0.34, 4.54)  0.221
H (-3.38, 0.08, -5.33)  0.219
H (-0.88, 1.97, 0.89)  0.215
H (-4.27, -2.73, -2.18)  0.208
H (-0.03, -0.03, 5.20)  0.241
H (-1.42, 0.54, -4.44)  0.235
H (0.03, -1.34, -1.47)  0.449
H (3.19, 0.48, 2.14)  0.414
H (-2.78, -4.61, -1.93)  0.218
H (-1.34, -5.28, -1.10)  0.238
H (-1.14, -4.49, -2.71)  0.220
H (5.49, -0.36, 2.69)  0.210
H (4.92, -0.05, 4.45)  0.225
H (4.61, -1.57, 3.62)  0.200

As for the net charge: 0. The relative energy (zero: lowest compared OMol25 entry of this formula, charge and spin) is 60.8 kcal per mole. The value obtained for the orbital gap is 8.1622 eV. The LUMO energy is -0.18 eV. The value obtained for the calculated total energy is -1839.5570 Ha. The structure (SMILES) is CNC(=O)c1ccccc1Oc1nc(Nc2ccccc2SC)ncc1C(F)(F)F. The HOMO energy comes out at -0.30648 Ha.

---

(5)
This record from the Open Molecules 2025 dataset describes a structure of composition C29H16Cl7N2O2SW at a distorted geometry. The level of theory is the ωB97M-V functional and the def2-TZVPD basis.

Last column: Mulliken spin population.
Positions of all 58 atoms, in Å:
W (-1.21, 0.99, 0.16)  0.734
C (-1.05, 4.60, -1.19)  0.002
O (-0.41, 3.40, -0.77)  0.016
C (0.79, 3.08, -1.35)  -0.012
C (1.36, 3.75, -2.42)  0.011
C (2.60, 3.33, -2.90)  -0.031
C (3.27, 2.28, -2.30)  0.014
C (2.71, 1.61, -1.23)  -0.029
C (1.45, 1.99, -0.76)  -0.019
N (0.77, 1.29, 0.26)  -0.151
N (1.57, 0.54, 0.98)  0.199
C (1.17, -0.29, 1.95)  0.013
C (-0.16, -0.33, 2.50)  0.104
O (-1.10, 0.35, 1.88)  0.013
C (-0.42, -1.08, 3.65)  -0.040
C (0.54, -1.88, 4.21)  0.107
C (1.81, -2.01, 3.60)  -0.008
C (2.76, -2.94, 4.06)  0.028
C (3.95, -3.12, 3.40)  -0.016
C (4.25, -2.35, 2.27)  0.023
C (3.37, -1.40, 1.82)  -0.010
C (2.14, -1.21, 2.47)  0.014
H (-0.38, 5.45, -1.06)  0.000
H (-1.93, 4.71, -0.55)  0.001
H (-1.37, 4.53, -2.24)  -0.001
H (0.86, 4.58, -2.90)  0.000
H (3.03, 3.84, -3.75)  -0.001
H (4.23, 1.98, -2.67)  0.000
H (3.21, 0.78, -0.76)  0.002
H (-1.42, -1.03, 4.07)  0.002
H (0.33, -2.44, 5.10)  0.004
H (2.51, -3.54, 4.92)  0.002
H (4.66, -3.86, 3.75)  0.000
H (5.18, -2.52, 1.74)  0.001
H (3.58, -0.80, 0.96)  0.001
Cl (-3.45, -0.47, 0.33)  0.034
C (-3.01, -2.16, 0.44)  0.067
C (-3.98, -3.08, 0.78)  -0.040
C (-3.64, -4.42, 0.89)  0.109
C (-2.33, -4.83, 0.68)  -0.043
C (-1.36, -3.90, 0.33)  0.092
Cl (0.26, -4.40, 0.09)  0.017
C (-1.69, -2.54, 0.18)  0.024
S (-0.43, -1.45, -0.32)  0.639
H (-4.99, -2.76, 0.95)  0.002
H (-4.39, -5.15, 1.14)  0.006
H (-2.05, -5.87, 0.78)  0.000
Cl (0.83, 0.02, -3.68)  0.005
C (-0.65, 0.80, -3.28)  0.020
C (-1.09, 0.88, -1.97)  0.058
C (-2.27, 1.50, -1.62)  -0.037
Cl (-2.35, 2.70, 1.28)  0.065
C (-3.06, 2.12, -2.57)  -0.014
Cl (-4.52, 2.93, -2.15)  0.001
C (-2.62, 2.08, -3.91)  0.021
Cl (-3.56, 2.83, -5.13)  0.004
C (-1.42, 1.43, -4.25)  -0.003
Cl (-0.90, 1.44, -5.88)  0.000

As for the net charge: +1. The relative energy (zero: lowest compared OMol25 entry of this formula, charge and spin) is 35.7 kcal per mole. The expectation value of S² is 2.106. The value obtained for the orbital gap (spin up / spin down) is 6.0471 / 4.6795 eV. The LUMO energy (spin up / spin down) is -4.48 / -6.37 eV. Its spin multiplicity is 3. The value obtained for the calculated total energy is -5061.0588 Ha. The HOMO energy (spin up / spin down) comes out at -0.38701 / -0.40597 Ha.

---

(6)
This record from the Open Molecules 2025 dataset describes the ion C3H3O4S with charge -1 at a distorted geometry. The level of theory is the ωB97M-V functional and the def2-TZVPD basis.

Last column: natural (NBO) charge in e.
Positions of all 11 atoms, in Å:
C (-0.37, 1.62, -0.05)  0.276
C (-1.50, 1.59, 0.77)  0.303
C (0.54, 0.32, -0.08)  -0.121
O (-2.59, 1.00, 0.98)  -0.565
O (0.10, 2.69, -0.46)  -0.660
O (0.22, -0.70, 0.88)  -0.775
O (-4.68, -0.55, -0.04)  -0.973
S (-3.35, 0.01, -0.39)  0.649
H (0.40, -0.27, -1.00)  0.184
H (1.63, 0.79, 0.01)  0.189
H (-0.71, -0.85, 1.16)  0.492

As for the net charge: -1. The relative energy (zero: lowest compared OMol25 entry of this formula, charge and spin) is 106.9 kcal per mole. The value obtained for the orbital gap is 6.7163 eV. The LUMO energy is 3.62 eV. The value obtained for the calculated total energy is -815.1551 Ha. The HOMO energy comes out at -0.11361 Ha.

---

Q: relative energy (zero: lowest compared OMol25 entry of this formula, charge and spin) of number 3 (C40H41F6N2SSb2W)?
A: 26.5 kcal per mole

---

Q: What is the relative energy (zero: lowest compared OMol25 entry of this formula, charge and spin) in the fifth record?
A: 35.7 kcal per mole

---

Q: Among the records above, which one has the lowest calculated total energy?
A: C29H16Cl7N2O2SW

---

Q: The highest net charge belongs to which entry?
A: C40H41F6N2SSb2W